No. 1
ORCA calculation (ωB97M-V/def2-TZVPD) on a 2-piece molecular cluster, C3H10N2O2 overall at a distorted geometry.

## Properties
Spin multiplicity: 2
Expectation value of S²: 0.757
Energy relative to the best compared isomer or geometry (same formula, charge and spin): 42.7 kcal per mole
Highest occupied orbital energy (alpha / beta): -13.916 / -13.911 eV
Orbital gap (alpha / beta): 10.1 / 4.7 eV
LUMO (alpha / beta): -0.13968 / -0.33950 Eh
Total charge: +1

Geometry (Å):
N (-0.91, 0.76, -2.31)
C (-1.24, 0.21, -1.02)
C (-0.10, -0.19, -0.11)
N (1.08, 0.49, -0.33)
C (2.24, -0.03, 0.41)
O (-0.22, -1.19, 0.55)
H (-0.57, 0.17, -3.07)
H (-1.62, 1.42, -2.64)
H (-1.94, 0.85, -0.48)
H (-1.90, -0.65, -1.23)
H (1.06, 1.50, -0.42)
H (2.01, -0.34, 1.42)
H (2.66, -0.86, -0.15)
H (3.01, 0.73, 0.45)
H (-0.98, -0.60, 3.62)
H (-0.99, -1.32, 2.34)
O (-1.59, -0.96, 2.98)

natural (NBO) atomic charge list, values in e, 6 entries: -0.333, -0.386, 0.664, -0.559, -0.434, -0.511

No. 2
ORCA calculation (ωB97M-V/def2-TZVPD) on a 2-piece molecular cluster, C9H19O4 overall at a distorted geometry.

## Properties
Spin multiplicity: 2
Expectation value of S²: 0.773
Energy relative to the best compared isomer or geometry (same formula, charge and spin): 17.0 kcal per mole
Highest occupied orbital energy (alpha / beta): -8.864 / -8.847 eV
Orbital gap (alpha / beta): 9.8 / 7.1 eV
LUMO (alpha / beta): 0.03469 / -0.06408 Eh

Geometry (Å):
C (-2.01, 1.53, 5.35)
C (-1.41, 1.19, 4.12)
O (-1.82, 0.25, 3.40)
H (-2.91, 1.00, 5.69)
H (-1.64, 2.37, 5.93)
H (-0.45, 1.67, 3.86)
C (0.06, -0.23, 1.52)
C (-0.53, -1.45, 0.85)
O (-1.25, -1.09, -0.30)
C (-1.67, -2.19, -1.07)
H (0.37, -0.54, 2.53)
H (-0.54, 0.66, 1.25)
H (-1.19, -2.00, 1.54)
H (0.28, -2.17, 0.59)
H (-2.28, -1.81, -1.89)
H (-0.79, -2.72, -1.49)
H (-2.28, -2.90, -0.47)
C (1.59, 0.17, 0.89)
O (1.73, 0.15, -0.50)
C (1.03, 1.15, -1.19)
C (1.36, 1.10, -2.66)
O (0.85, -0.08, -3.23)
C (1.13, -0.20, -4.60)
H (2.30, -0.57, 1.29)
H (1.84, 1.16, 1.29)
H (1.31, 2.15, -0.80)
H (-0.06, 1.03, -1.05)
H (2.46, 1.15, -2.80)
H (0.92, 1.98, -3.15)
H (0.70, -1.14, -4.95)
H (0.69, 0.63, -5.17)
H (2.22, -0.21, -4.78)

natural (NBO) atomic charge list, values in e, 6 entries: -0.258, 0.217, -0.470, 0.200, 0.188, 0.128

No. 3
ORCA calculation (ωB97M-V/def2-TZVPD) on a 11-piece molecular cluster, C21H59BClN20O12 overall at a distorted geometry.

## Properties
Spin multiplicity: 1
Highest occupied orbital energy: -4.265 eV
Orbital gap: 5.4 eV
LUMO: 0.04136 Eh
Total charge: -1

Geometry (Å):
C (1.38, 0.11, 3.48)
C (2.21, -0.73, 3.23)
C (3.11, -1.81, 2.85)
C (2.43, -3.17, 3.16)
C (1.45, -3.51, 2.03)
C (0.25, -4.37, 2.43)
O (0.58, -5.51, 3.19)
B (-0.72, -5.94, 3.77)
Cl (-1.27, -7.69, 3.32)
O (-1.69, -4.85, 3.45)
C (-0.83, -3.76, 3.34)
C (-1.41, -2.40, 3.00)
C (-2.23, -2.32, 1.69)
C (-3.28, -1.20, 1.86)
C (-1.32, -1.92, 0.51)
H (0.53, 0.72, 3.55)
H (4.07, -1.73, 3.37)
H (3.33, -1.83, 1.78)
H (3.17, -3.95, 3.26)
H (1.94, -3.09, 4.13)
H (1.15, -2.60, 1.50)
H (2.01, -4.10, 1.30)
H (-0.15, -4.70, 1.46)
H (-0.60, -5.90, 4.99)
H (-0.30, -3.60, 4.29)
H (-2.07, -2.11, 3.82)
H (-0.58, -1.69, 3.01)
H (-2.68, -3.29, 1.49)
H (-2.86, -0.51, 2.59)
H (-4.22, -1.56, 2.29)
H (-3.41, -0.64, 0.94)
H (-1.94, -1.72, -0.37)
H (-0.60, -2.71, 0.33)
H (-0.84, -0.97, 0.77)
C (-3.70, 2.51, 1.18)
O (-2.66, 1.88, 1.20)
N (-4.84, 2.07, 0.60)
N (-3.79, 3.76, 1.75)
H (-5.70, 2.59, 0.58)
H (-4.81, 1.16, 0.17)
H (-2.97, 4.12, 2.19)
H (-4.63, 4.31, 1.75)
C (4.60, -2.48, -0.94)
O (4.54, -3.09, 0.11)
N (4.13, -1.20, -1.09)
N (5.15, -3.02, -2.07)
H (4.18, -0.68, -1.95)
H (3.72, -0.76, -0.28)
H (5.50, -3.96, -2.01)
H (5.21, -2.53, -2.94)
C (5.38, -6.99, -1.27)
O (5.81, -5.86, -1.20)
N (4.71, -7.58, -0.24)
N (5.54, -7.77, -2.39)
H (4.35, -8.51, -0.27)
H (4.57, -7.03, 0.59)
H (6.03, -7.37, -3.16)
H (5.20, -8.71, -2.46)
C (-8.47, 3.54, -0.35)
O (-7.56, 3.92, 0.38)
N (-9.38, 2.61, 0.04)
N (-8.64, 4.00, -1.61)
H (-10.13, 2.28, -0.54)
H (-9.29, 2.24, 0.97)
H (-7.99, 4.69, -1.94)
H (-9.38, 3.69, -2.22)
C (7.89, -0.15, -2.23)
O (7.00, -0.13, -3.08)
N (7.64, -0.36, -0.91)
N (9.21, 0.05, -2.56)
H (8.35, -0.38, -0.21)
H (6.68, -0.51, -0.65)
H (9.43, 0.21, -3.53)
H (9.95, 0.04, -1.88)
C (2.48, 1.81, -0.41)
O (3.46, 2.16, 0.23)
N (1.61, 0.86, 0.02)
N (2.18, 2.35, -1.64)
H (0.80, 0.57, -0.50)
H (1.79, 0.44, 0.92)
H (2.81, 3.05, -2.00)
H (1.39, 2.08, -2.19)
C (-2.75, 3.43, 6.18)
O (-2.46, 3.90, 7.27)
N (-1.84, 3.33, 5.16)
N (-4.00, 2.97, 5.88)
H (-2.07, 2.94, 4.26)
H (-0.91, 3.65, 5.34)
H (-4.69, 3.03, 6.61)
H (-4.26, 2.58, 4.99)
C (-1.71, 5.20, -1.52)
O (-2.84, 5.07, -1.95)
N (-0.67, 5.63, -2.31)
N (-1.37, 4.93, -0.23)
H (0.27, 5.74, -1.99)
H (-0.88, 5.84, -3.27)
H (-2.10, 4.61, 0.38)
H (-0.44, 5.03, 0.13)
C (9.37, 2.43, -5.56)
O (10.11, 1.49, -5.33)
N (8.63, 3.04, -4.59)
N (9.23, 2.95, -6.82)
H (8.01, 3.81, -4.77)
H (8.71, 2.67, -3.66)
H (9.76, 2.52, -7.55)
H (8.63, 3.72, -7.04)
C (-11.34, 2.79, -4.21)
O (-11.06, 3.28, -3.12)
N (-10.43, 2.68, -5.22)
N (-12.58, 2.31, -4.49)
H (-10.64, 2.28, -6.11)
H (-9.50, 3.03, -5.04)
H (-13.27, 2.37, -3.76)
H (-12.83, 1.90, -5.37)

Mulliken atomic charge list, values in e, 6 entries: 0.257, -0.854, -0.016, -0.884, -0.033, 0.170

No. 4
ORCA calculation (ωB97M-V/def2-TZVPD) on C5H8O2 as an isolated structure at a distorted geometry.

## Properties
Spin multiplicity: 1
Energy relative to the best compared isomer or geometry (same formula, charge and spin): 83.8 kcal per mole
Highest occupied orbital energy: -8.760 eV
Orbital gap: 9.6 eV
LUMO: 0.02962 Eh

Geometry (Å):
C (-1.33, 1.07, -0.32)
C (-0.10, 0.32, 0.07)
C (0.09, -0.37, 1.44)
O (1.53, -0.33, 1.33)
C (1.41, 0.28, 0.08)
C (0.65, -0.48, -0.99)
O (0.08, -1.71, -1.32)
H (-1.71, 1.79, 0.41)
H (-1.16, 1.57, -1.28)
H (-2.11, 0.31, -0.49)
H (-0.30, -1.39, 1.60)
H (-0.23, 0.25, 2.30)
H (2.08, 1.08, -0.23)
H (0.96, -0.04, -1.95)
H (0.13, -2.37, -0.64)

natural (NBO) atomic charge list, values in e, 6 entries: -0.606, -0.149, -0.060, -0.513, 0.114, 0.045

No. 5
ORCA calculation (ωB97M-V/def2-TZVPD) on a single C8H14BN molecule at a distorted geometry.

## Properties
Spin multiplicity: 1
Energy relative to the best compared isomer or geometry (same formula, charge and spin): 100.9 kcal per mole
Highest occupied orbital energy (alpha / beta): -7.441 / -7.174 eV
Orbital gap (alpha / beta): 7.5 / 7.4 eV
LUMO (alpha / beta): 0.00106 / 0.00850 Eh

Geometry (Å):
B (0.58, 0.22, 0.40)
C (-0.53, -0.92, 0.33)
C (-1.83, -0.57, 0.20)
C (-2.19, 0.72, -0.09)
C (-2.41, 1.70, -0.85)
C (-0.04, 1.51, 0.75)
C (-2.94, -1.63, 0.44)
C (3.05, 0.86, 0.24)
C (2.49, -1.28, -0.66)
N (1.92, -0.07, 0.14)
H (-0.26, -1.98, 0.27)
H (-2.23, 2.72, -0.78)
H (-2.98, 1.64, -1.79)
H (-0.64, 1.71, 1.65)
H (0.07, 2.45, 0.07)
H (-3.85, -1.60, -0.20)
H (-3.17, -1.37, 1.51)
H (-2.62, -2.69, 0.49)
H (4.09, 0.36, 0.36)
H (3.21, 1.23, -0.81)
H (2.80, 1.66, 0.93)
H (2.52, -1.05, -1.71)
H (3.37, -1.57, -0.14)
H (1.60, -2.05, -0.74)

natural (NBO) atomic charge list, values in e, 6 entries: 0.605, -0.393, -0.109, 0.150, -0.453, -0.610